ORCA calculation (the ωB97M-V functional and the def2-TZVPD basis) on 15 unconnected molecules or ions with the total composition C30H90O30 at a distorted geometry.

- expectation value of S² = 0.751
- Kohn-Sham gap (alpha / beta) (eV) = 2.7 / 9.0
- LUMO energy (alpha / beta) (eV) = 1.748 / 1.734
- relative energy (zero: lowest compared OMol25 entry of this formula, charge and spin) (kJ/mol) = 0.0

```
! RIJCOSX wB97M-V def2-TZVPD def2/J DEFGRID3
* xyz -1 2
C 14.8859 -6.6821 -19.0365
C 14.3356 -8.0220 -18.5107
O 15.0061 -9.1598 -19.0336
O 15.9845 -6.1663 -18.3720
H 14.1177 -5.9192 -18.9104
H 15.0319 -6.8693 -20.1004
H 13.2654 -8.1917 -18.6285
H 14.5684 -8.0902 -17.4480
H 15.1897 -9.0968 -19.9738
H 16.5939 -6.8926 -18.2209
C 17.5748 -3.4110 -11.7086
C 17.3826 -3.7444 -10.2569
O 16.9863 -5.1049 -10.1748
O 16.3979 -3.5048 -12.4668
H 18.1976 -4.2354 -12.0562
H 18.1165 -2.4992 -11.9602
H 16.5491 -3.2029 -9.8095
H 18.1575 -3.4569 -9.5463
H 16.8353 -5.2688 -9.2410
H 16.5496 -3.0902 -13.3192
C 9.9571 -0.2360 -19.1511
C 11.3226 -0.0953 -18.5265
O 12.0695 -1.2327 -18.8051
O 9.9174 0.0966 -20.5335
H 9.2284 0.4165 -18.6701
H 9.5643 -1.2336 -18.9549
H 11.1986 0.1402 -17.4695
H 11.7357 0.7997 -18.9917
H 12.2549 -1.3349 -19.7415
H 10.6831 -0.3088 -20.9469
C 12.8337 -8.7734 -12.8555
C 13.8972 -8.0711 -13.7836
O 14.1498 -6.7215 -13.4478
O 13.1573 -8.8951 -11.4797
H 12.6969 -9.8081 -13.1696
H 11.9149 -8.2117 -13.0240
H 13.4324 -7.9244 -14.7585
H 14.8288 -8.6367 -13.8000
H 14.6947 -6.3931 -14.1667
H 12.5904 -9.5353 -11.0433
C 14.2053 0.4563 -10.9624
C 14.7583 0.2570 -12.3419
O 15.8939 1.0035 -12.6367
O 13.3759 1.5761 -10.8206
H 15.1730 0.6269 -10.4906
H 13.7181 -0.4264 -10.5483
H 14.0394 0.5816 -13.0942
H 14.9934 -0.7894 -12.5367
H 15.6380 1.9284 -12.6605
H 13.4127 1.8290 -9.8952
C 15.3003 1.0425 -21.1639
C 15.5554 0.6716 -22.6691
O 14.8447 -0.5070 -23.0586
O 14.0141 1.5522 -21.0341
H 15.9860 1.7969 -20.7782
H 15.3648 0.1647 -20.5209
H 16.6056 0.5394 -22.9291
H 15.2659 1.5653 -23.2220
H 13.9611 -0.2617 -22.7747
H 13.3753 0.8673 -21.2448
C 16.1571 -3.6318 -21.2739
C 14.6452 -3.5784 -21.3372
O 14.0738 -3.6299 -22.6142
O 16.5607 -3.7299 -19.8955
H 16.6128 -2.7639 -21.7508
H 16.5960 -4.4808 -21.7979
H 14.4218 -2.7165 -20.7084
H 14.2456 -4.3959 -20.7370
H 13.5142 -2.8519 -22.6709
H 16.2354 -4.4763 -19.3869
C 17.9149 -6.1561 -14.0673
C 17.2412 -5.4496 -15.2255
O 16.0157 -6.0018 -15.4135
O 18.0076 -7.5704 -14.2741
H 17.4929 -5.9687 -13.0799
H 18.9279 -5.7783 -13.9280
H 17.8487 -5.6039 -16.1172
H 17.1937 -4.3622 -15.1670
H 15.8252 -6.0829 -16.3509
H 17.2145 -7.9747 -13.9146
C 19.4427 0.9324 -12.8950
C 19.1324 1.9816 -13.9710
O 19.5395 1.5167 -15.1697
O 18.6166 -0.2497 -13.1378
H 19.0493 1.2951 -11.9454
H 20.5035 0.7078 -12.7833
H 19.7089 2.8643 -13.6941
H 18.0802 2.2597 -14.0307
H 18.9813 0.7566 -15.3495
H 17.6841 -0.0234 -13.1070
C 14.7942 -2.5654 -15.4423
C 14.8422 -2.6273 -16.9768
O 15.1733 -1.3802 -17.5166
O 16.0507 -2.1902 -14.8606
H 14.5222 -3.5499 -15.0617
H 14.0856 -1.7577 -15.2589
H 13.8269 -2.7058 -17.3654
H 15.3480 -3.5164 -17.3532
H 14.9332 -1.5248 -18.4348
H 16.4221 -1.4450 -15.3385
C 15.5878 2.1925 -16.6022
C 14.0166 2.1519 -16.4290
O 13.6488 0.8529 -16.0468
O 16.0207 1.4161 -17.7054
H 15.9993 1.7648 -15.6879
H 16.0123 3.1948 -16.6604
H 13.5745 2.4533 -17.3786
H 13.6510 2.8823 -15.7072
H 14.1025 0.2008 -16.5857
H 15.8679 0.4834 -17.5376
C 10.8883 -1.6203 -14.6505
C 11.6423 -0.7222 -13.6159
O 11.5508 0.6250 -13.9432
O 11.0856 -3.0239 -14.2721
H 11.2601 -1.4327 -15.6578
H 9.8273 -1.3708 -14.6639
H 12.6965 -0.9964 -13.5778
H 11.2172 -0.9822 -12.6464
H 12.2473 0.7512 -14.5917
H 10.6962 -3.5870 -14.9450
C 19.1164 -2.4768 -16.7943
C 19.7981 -2.9130 -15.4895
O 20.5765 -1.8212 -14.9825
O 18.0244 -1.5261 -16.6122
H 18.6131 -3.3222 -17.2635
H 19.7672 -2.0776 -17.5723
H 20.5181 -3.7052 -15.6950
H 18.9987 -3.1316 -14.7814
H 19.9059 -1.1373 -14.9189
H 17.5495 -1.5528 -17.4461
C 19.1120 0.4908 -19.2830
C 18.5108 -0.6343 -20.0655
O 17.4268 -1.1252 -19.3305
O 18.4365 1.7089 -19.3934
H 20.1411 0.6436 -19.6083
H 19.2082 0.2178 -18.2322
H 19.3065 -1.3380 -20.3100
H 18.2105 -0.2982 -21.0579
H 17.1975 -1.9650 -19.7352
H 17.5407 1.6643 -19.0510
C 11.8351 -4.9108 -11.0096
C 13.0190 -4.1752 -11.6257
O 14.2267 -4.5939 -11.0565
O 11.6855 -4.5847 -9.6695
H 12.0456 -5.9792 -11.0563
H 10.9133 -4.6628 -11.5359
H 12.9874 -3.0918 -11.5103
H 13.0987 -4.3499 -12.6987
H 14.9678 -4.3270 -11.6054
H 12.4829 -4.7749 -9.1700
*
```

=====

ORCA calculation (the ωB97M-V functional and the def2-TZVPD basis) on 15 unconnected molecules or ions with the total composition C30H90O30 at a distorted geometry.

- Kohn-Sham gap (eV) = 9.8
- LUMO energy (eV) = 0.196
- relative energy (zero: lowest compared OMol25 entry of this formula, charge and spin) (kJ/mol) = 721.5

```
! RIJCOSX wB97M-V def2-TZVPD def2/J DEFGRID3
* xyz 0 1
C 4.2116 3.8320 2.2057
C 5.5716 3.3626 1.6145
O 5.5848 2.7559 0.3197
O 3.5782 4.6022 1.2066
H 4.3396 4.5235 3.0385
H 3.5726 3.0203 2.5534
H 6.0090 2.6234 2.2857
H 6.3820 4.0915 1.6196
H 5.1838 1.8839 0.3400
H 4.0624 5.4266 1.1202
C -4.4309 -0.4554 -2.4839
C -4.6350 -0.4579 -3.9501
O -5.9300 -0.5433 -4.4218
O -3.0892 -0.1024 -2.0529
H -4.5402 -1.4830 -2.1372
H -5.2192 0.1280 -2.0083
H -4.0520 -1.3088 -4.3027
H -4.2597 0.5128 -4.2742
H -5.9356 0.0954 -5.1384
H -2.8698 0.6622 -2.5903
C -0.2078 -0.2070 -0.2820
C -0.7634 -1.5544 0.4295
O -1.0939 -1.3908 1.8195
O 1.2732 0.1129 -0.0930
H -0.8722 0.6174 -0.0232
H -0.2884 -0.4313 -1.3457
H -0.2182 -2.4615 0.1686
H -1.7926 -1.7578 0.1336
H -1.5652 -2.1068 2.2516
H 1.4738 1.0274 -0.3050
C -3.8923 -3.4514 3.0327
C -4.6162 -2.0748 2.5490
O -4.0759 -1.1673 3.4416
O -2.5267 -3.3935 2.7593
H -4.3931 -4.3017 2.5699
H -4.0441 -3.5234 4.1097
H -5.7052 -2.1206 2.5415
H -4.3855 -1.6908 1.5553
H -3.1458 -1.2596 3.2225
H -2.1196 -4.2472 2.9238
C -3.9404 2.5769 0.1060
C -3.9449 1.3667 0.9436
O -4.4650 1.3651 2.2766
O -3.1087 3.6152 0.6150
H -4.8773 3.1254 0.0089
H -3.7098 2.3145 -0.9265
H -2.9358 0.9677 1.0464
H -4.5353 0.6331 0.3947
H -4.3885 0.5375 2.7570
H -3.1629 3.5572 1.5717
C 0.9300 -2.6718 -5.8644
C -0.5900 -2.5335 -5.8517
O -0.7673 -1.4436 -6.7120
O 1.3559 -3.2134 -7.1701
H 1.1839 -3.3448 -5.0454
H 1.4709 -1.7603 -5.6101
H -0.9745 -2.4339 -4.8366
H -1.0865 -3.3881 -6.3112
H -0.5666 -1.7113 -7.6118
H 0.9943 -4.1025 -7.1508
C -0.6351 2.2137 -5.8600
C -0.8691 1.4619 -4.5196
O -2.2137 1.6642 -4.0475
O -1.0377 3.6198 -5.6679
H -1.3869 1.6658 -6.4281
H 0.3611 2.1135 -6.2909
H -0.2660 1.7832 -3.6705
H -0.7855 0.3813 -4.4042
H -2.4345 2.5981 -4.0733
H -0.5706 3.9644 -4.9032
C 0.1923 5.1365 0.4805
C 0.2321 3.8994 -0.4031
O 1.4010 3.2161 -0.2325
O 1.3485 5.9357 0.1909
H 0.1538 4.8383 1.5282
H -0.5657 5.8433 0.1430
H 0.2092 4.2620 -1.4308
H -0.4859 3.1270 -0.1275
H 2.0311 3.8331 0.1468
H 2.0153 5.7125 0.8443
C 1.6925 4.8423 -4.1067
C 2.1908 5.7713 -5.2353
O 2.3256 7.0208 -4.7406
O 0.2631 5.1091 -3.8360
H 2.2664 4.7937 -3.1813
H 1.7110 3.8407 -4.5364
H 1.5976 5.7564 -6.1496
H 3.1943 5.3561 -5.3278
H 1.5197 7.5036 -4.5431
H 0.1714 5.5121 -2.9695
C -2.1272 1.2590 6.0934
C -2.8178 2.2088 7.1179
O -4.1685 1.8508 7.3455
O -2.7514 1.3363 4.8231
H -2.2551 0.2189 6.3934
H -1.0900 1.4894 5.8500
H -2.6956 3.1790 6.6364
H -2.1227 2.0894 7.9490
H -4.5915 2.7125 7.3429
H -3.3303 0.5773 4.7217
C 0.9557 -1.8739 7.0959
C 1.3238 -2.5939 5.8265
O 2.5282 -3.1979 5.8719
O 0.3539 -2.8278 8.0641
H 0.2610 -1.0955 6.7803
H 1.7582 -1.2669 7.5151
H 1.2697 -1.8872 4.9984
H 0.5687 -3.3689 5.6954
H 2.7053 -3.4723 4.9691
H 0.8886 -3.1301 8.8019
C -0.3363 -5.9950 3.9728
C 0.2491 -7.3462 3.7636
O -0.7368 -8.4163 3.9742
O -1.4278 -5.8276 3.1477
H 0.4362 -5.3263 3.5930
H -0.5903 -5.8424 5.0217
H 1.1071 -7.5326 4.4096
H 0.5349 -7.5388 2.7295
H -0.3027 -9.1711 4.3785
H -1.8563 -6.6843 3.0836
C -0.7887 -5.3707 -0.8040
C -1.4632 -5.3571 -2.1629
O -2.6147 -6.1130 -2.0305
O -0.0583 -6.5457 -0.7849
H -1.6247 -5.3941 -0.1050
H -0.1871 -4.4761 -0.6428
H -0.7713 -5.7564 -2.9044
H -1.7658 -4.4043 -2.5974
H -2.9670 -5.9202 -2.9025
H -0.5061 -7.2510 -1.2576
C 4.6945 -0.8221 1.3538
C 3.6503 -1.6978 2.0194
O 2.5597 -1.1658 2.7999
O 4.0914 0.1732 0.5034
H 5.4694 -1.3774 0.8253
H 5.1780 -0.3555 2.2120
H 4.1259 -2.5690 2.4697
H 3.1995 -2.1026 1.1133
H 1.7725 -0.9815 2.2824
H 3.1559 -0.0423 0.5092
C 6.3036 2.9372 -3.0215
C 4.9040 3.5978 -3.3219
O 4.1021 2.5938 -4.0499
O 7.2695 3.0874 -4.0846
H 6.1741 1.8565 -2.9642
H 6.7861 3.2768 -2.1050
H 4.8223 4.5491 -3.8476
H 4.2791 3.7474 -2.4414
H 4.6194 2.5386 -4.8567
H 6.7669 2.7994 -4.8501
*
```

=====

ORCA calculation (the ωB97M-V functional and the def2-TZVPD basis) on 14 unconnected molecules or ions with the total composition C30H91N3O14 at a distorted geometry.

- Kohn-Sham gap (eV) = 9.1
- LUMO energy (eV) = 0.328

```
! RIJCOSX wB97M-V def2-TZVPD def2/J DEFGRID3
* xyz 0 1
C 9.6168 -1.4851 -12.2786
C 8.8774 -0.3877 -13.0066
O 9.7946 0.6968 -13.2067
H 10.1095 -1.1141 -11.3772
H 10.3384 -2.0063 -12.9012
H 8.8939 -2.1953 -11.8562
H 8.0149 -0.0574 -12.4099
H 8.5163 -0.7008 -13.9914
H 9.2748 1.3868 -13.6616
C 7.7772 6.3934 -15.5550
C 6.8391 6.3483 -16.7472
O 5.5879 6.9212 -16.3823
H 7.3873 5.7230 -14.7833
H 7.8702 7.3949 -15.1402
H 8.7802 6.0492 -15.8293
H 6.7517 5.3168 -17.1100
H 7.2433 6.9087 -17.5929
H 5.2135 6.3001 -15.7420
C 7.0037 4.6801 -11.4280
C 6.6308 3.2302 -11.6397
O 5.8562 3.1802 -12.8383
H 7.5331 4.9267 -10.5108
H 6.1290 5.3407 -11.4365
H 7.5641 5.0291 -12.2988
H 6.0815 2.8825 -10.7555
H 7.5203 2.5983 -11.7375
H 5.4592 2.2914 -12.8798
C 7.2917 3.4015 -7.9607
C 5.8474 3.6283 -7.6037
O 5.3135 2.3446 -7.1981
H 7.4075 2.5494 -8.6359
H 7.8509 3.1142 -7.0675
H 7.7422 4.2459 -8.4783
H 5.2870 3.9378 -8.4936
H 5.6707 4.3322 -6.7900
H 4.4092 2.4978 -6.9085
C 2.9721 4.6252 -10.8555
C 2.2159 5.8646 -11.2663
O 3.1746 6.8669 -11.6407
H 3.6444 4.8504 -10.0277
H 3.4616 4.1758 -11.7193
H 2.2781 3.8482 -10.5218
H 1.5814 6.2125 -10.4462
H 1.5709 5.6400 -12.1218
H 2.7006 7.6621 -11.9081
C 6.4484 7.6842 -7.8062
C 5.7727 7.7451 -9.1494
O 4.4406 7.2612 -9.0707
H 5.8356 8.1535 -7.0328
H 7.4536 8.1065 -7.8365
H 6.5981 6.6725 -7.4112
H 6.3816 7.1751 -9.8644
H 5.7193 8.7671 -9.5398
H 4.0767 7.1881 -9.9668
C 10.3986 5.1546 -13.2182
C 11.3591 6.0295 -12.4101
O 10.8434 6.1900 -11.0953
H 10.3579 4.1676 -12.7508
H 10.7457 5.1080 -14.2475
H 9.4007 5.5506 -13.0438
H 11.4289 7.0318 -12.8400
H 12.3795 5.6382 -12.3660
H 11.0712 5.4239 -10.5491
C 2.3080 1.4279 -12.6521
C 3.4951 0.6635 -12.1274
O 4.5747 0.6687 -13.0579
H 1.5084 1.4171 -11.9084
H 1.8942 0.9819 -13.5568
H 2.5444 2.4730 -12.8567
H 3.1669 -0.3554 -11.8934
H 3.8161 1.0341 -11.1455
H 5.0510 -0.1668 -13.0180
C 10.3644 2.5086 -9.7059
C 11.7270 2.8741 -9.1694
O 12.2086 4.0130 -9.9075
H 9.6879 3.3632 -9.6302
H 9.8963 1.7079 -9.1343
H 10.4570 2.2247 -10.7550
H 12.4324 2.0417 -9.2506
H 11.7201 3.1499 -8.1086
H 13.1668 4.0116 -9.8317
O 4.5976 5.4353 -13.8436
H 5.0244 4.6254 -13.5067
H 4.2834 5.8976 -13.0537
O 8.4397 2.7024 -14.5568
H 7.6596 3.1556 -14.2072
H 8.3808 2.8348 -15.5094
C 5.8093 -0.6695 -9.4931
C 6.6984 -1.3042 -8.4479
C 8.1156 -0.7251 -8.5690
O 8.9581 -1.2906 -7.5944
C 9.7593 -0.3723 -6.8887
N 6.1659 -1.0781 -7.0924
H 5.7172 0.4207 -9.3928
H 4.7890 -1.0422 -9.4036
H 6.2556 -0.7808 -10.4860
H 6.7456 -2.3817 -8.6255
H 8.0488 0.3638 -8.4261
H 8.5121 -0.8578 -9.5857
H 10.4153 -0.9476 -6.2356
H 9.1307 0.3228 -6.3260
H 10.4546 0.1657 -7.5459
H 6.1003 -0.0624 -6.9960
H 6.9112 -1.3438 -6.4527
C 2.8324 2.2880 -16.4893
C 4.2402 1.8454 -16.8436
C 5.2537 2.9799 -16.6400
O 6.5780 2.4829 -16.7862
C 7.0112 2.2313 -18.1060
N 4.5906 0.6731 -16.0346
H 2.1957 1.3933 -16.4961
H 2.3027 2.9242 -17.2002
H 2.7703 2.6988 -15.4801
H 4.2332 1.5562 -17.8987
H 5.2303 3.3179 -15.6007
H 5.0459 3.8370 -17.2902
H 7.2415 3.1639 -18.6345
H 6.3025 1.6258 -18.6711
H 7.9658 1.7065 -18.0437
H 4.3050 0.8170 -15.0650
H 5.6072 0.6975 -15.9402
C 9.1354 10.5527 -11.9124
C 8.3894 9.3736 -11.2992
C 7.9002 8.4186 -12.3758
O 6.9207 8.9301 -13.2645
C 5.6687 9.0531 -12.6511
N 9.2973 8.6666 -10.3804
H 9.7254 11.1045 -11.1863
H 8.4301 11.2553 -12.3688
H 9.7275 10.2145 -12.7672
H 7.5809 9.7329 -10.6557
H 7.4713 7.5313 -11.8854
H 8.7517 8.0662 -12.9639
H 5.5589 10.0128 -12.1297
H 5.4435 8.2917 -11.8945
H 4.8905 8.9785 -13.4113
H 9.9582 8.1299 -10.9466
H 8.8418 7.8736 -9.9279
*
```